C22H29N9S3Ti | ωB97M-V with the def2-TZVPD basis set

```
! RIJCOSX wB97M-V def2-TZVPD def2/J DEFGRID3
* xyz 0 1
Ti -0.0636 -0.1295 -0.5997
S -0.1557 -2.1224 -1.7090
S 2.3499 -0.2591 -1.1209
S -1.6290 1.7074 0.7010
N -4.0644 0.8068 1.3331
N -2.1401 0.1765 -1.4324
N -2.4125 -2.8436 1.9297
N -3.2513 0.0814 -0.6439
N -0.8616 -1.5036 0.6978
N 3.3389 -2.0810 5.4969
N 0.9334 0.4726 1.4718
N -4.2897 -2.2476 3.4136
N -0.0061 1.2739 -2.4013
C -3.5365 0.2806 -3.4678
C 2.3498 0.0888 3.5731
C 3.7822 -0.2036 4.0367
C 1.0255 2.0007 -2.8278
C -3.0373 0.7658 0.4282
C -4.0907 2.4198 3.2107
C 2.1333 -2.5428 -5.0116
C 2.1829 -0.0084 2.0606
C 3.9449 -0.7743 5.4512
C 3.2672 -0.9671 -3.6284
C 2.2466 -1.0921 -2.6736
C -1.0790 1.1224 -3.2105
C 1.1377 -1.9183 -2.9233
C -3.9981 0.9874 2.7809
C 1.1014 -2.6185 -4.1085
C -3.4040 -2.4742 2.7252
C 1.0117 2.7081 -3.9783
C -1.6445 -2.0999 1.3215
C 3.1888 -1.6758 -4.8196
C -1.0917 1.7793 -4.4533
C -2.2646 0.4499 -2.6786
C -0.0587 2.5986 -4.8507
H 5.0358 -0.8966 5.5765
H 4.0304 -1.6255 -5.5191
H -0.0149 3.0935 -5.7956
H 0.8675 1.4663 1.5471
H 1.6567 -0.5603 4.0730
H 3.5930 -0.0837 6.2245
H -3.8919 1.2888 -3.8044
H -3.3023 2.9895 2.7267
H 2.3159 -1.0578 1.8268
H 3.4964 -2.5828 6.3477
H 4.2279 -0.9174 3.3486
H -1.9182 1.5781 -5.0961
H 0.1264 0.2518 2.0336
H 2.3364 -2.1321 5.4455
H 4.0767 -0.3069 -3.4337
H 1.9029 2.0057 -2.1705
H -4.8628 0.2533 1.0685
H -3.0474 0.5681 3.1833
H -3.2648 -0.3315 -4.3463
H 1.8703 3.3626 -4.1981
H -4.8064 0.3919 3.2282
H 0.3007 -3.2872 -4.3333
H -3.9339 2.5054 4.3038
H 2.0736 -3.1843 -5.8980
H 3.0190 0.4937 1.4827
H 4.3548 0.7229 3.9489
H 2.1220 1.0647 3.9905
H -4.9983 2.9606 2.9871
H -4.2801 -0.1891 -2.8407
*
```

Computed properties:
total energy: -92318.168 eV
orbital gap (spin up / spin down): 6.77 / 6.77 eV
lowest unoccupied orbital energy (spin up / spin down): -1.173 / -1.173 eV
energy above the lowest of the compared OMol25 structures with the same formula, charge and spin: 25.09 kcal/mol
E_HOMO (spin up / spin down): -7.95 / -7.95 eV